No. 1
Entry from the OMol25 dataset: 2 unconnected molecules or ions with the total composition C4H10NO (wB97M-V/def2-TZVPD).

Computed properties:
LUMO = -5.9 eV
Molecular weight = 88.13 g/mol
Total charge = +1
E_HOMO = -14.0208 eV
Energy above the lowest of the compared OMol25 structures with the same formula, charge and spin = 278.1 kJ/mol
Orbital gap = 8.13 eV

XYZ file:
```
16
Properties=species:S:1:pos:R:3:forces:R:3:nbo_charge:R:1
O -3.0776 -0.4992 -0.8090 0.3070 1.4622 -0.0124 -0.985
N -0.2477 -0.1554 -0.0599 0.7614 -0.1974 0.6210 -0.431
C 1.5531 1.0241 1.2310 -0.6587 -0.9940 -1.3052 -0.646
C 1.0902 0.3643 -0.0807 1.2385 -0.3343 0.1202 0.130
C 1.8079 0.2739 -1.2105 -1.0260 1.0820 0.8315 -0.333
C -0.5987 -1.0112 0.8430 -2.0328 -1.2182 -1.8293 0.115
H 2.8753 0.3566 -1.0845 0.1166 0.5325 -0.5745 0.241
H -3.2708 -1.3920 -1.0508 -0.5665 -0.7812 -0.4732 0.489
H -0.0475 -1.9059 1.1313 1.2972 1.2393 1.3217 0.245
H 1.4943 0.3048 2.0498 0.4202 0.4875 0.2291 0.230
H -0.8609 -0.0612 -0.8760 -0.8863 0.9792 0.6099 0.476
H 1.2712 0.4264 -2.1464 0.4958 -1.2014 -0.2705 0.228
H -3.6874 0.0960 -1.2921 0.3882 -0.7164 0.3681 0.507
H 2.5068 1.5055 1.0363 0.2724 -0.4551 0.3868 0.256
H 0.8642 1.8548 1.3732 -0.2402 -0.0474 0.3332 0.245
H -1.6725 -1.1817 0.9455 0.1131 0.1627 -0.3565 0.230
```
Positions in Å, forces in eV/Å.

No. 2
Entry from the OMol25 dataset: 2 unconnected molecules or ions with the total composition C4H9N2S (wB97M-V/def2-TZVPD).

Computed properties:
LUMO (spin up / spin down) = -5.6 / -6.5 eV
Molecular weight = 117.20 g/mol
Total charge = +1
E_HOMO (spin up / spin down) = -13.8193 / -12.3491 eV
Energy above the lowest of the compared OMol25 structures with the same formula, charge and spin = 658.9 kJ/mol
Orbital gap (spin up / spin down) = 8.25 / 5.83 eV

XYZ file:
```
16
Properties=species:S:1:pos:R:3:forces:R:3:nbo_charge:R:1
S -1.4494 1.0990 0.7469 -0.3960 0.1134 0.6784 0.794
N 1.2106 -1.7241 0.2277 -0.6511 0.1160 -1.4109 -0.466
N -0.2392 0.8471 -0.2154 1.0607 -1.5074 0.1086 -0.616
C 0.0569 -1.4244 -0.6559 0.7287 0.4759 0.8345 0.070
C -0.8452 0.2351 2.2162 -0.1820 0.1072 -0.1917 -0.781
C 1.2496 -1.6179 -1.1715 -0.0247 -0.0216 0.8968 0.099
C -0.1259 1.5010 -1.4753 -0.1295 0.6977 -0.6075 -0.462
H 0.7117 1.0662 -2.0203 -0.0804 0.0661 -0.0111 0.213
H 1.9597 -1.6401 -1.9638 0.3197 -0.0640 -0.3479 0.266
H 0.0860 2.5617 -1.3062 0.0223 -0.0064 -0.0318 0.243
H -1.0299 1.4516 -2.0857 -0.0358 -0.0677 -0.0613 0.220
H -1.4946 0.5033 3.0449 -0.0576 0.0121 0.0344 0.265
H -0.9883 -1.5976 -0.6161 -0.5295 -0.1298 0.0151 0.264
H -0.8797 -0.8406 2.0597 -0.0739 -0.0532 -0.0109 0.240
H 1.6018 -0.9701 0.7937 0.0569 0.1416 0.1400 0.400
H 0.1759 0.5498 2.4211 -0.0278 0.1201 -0.0347 0.249
```
Positions in Å, forces in eV/Å.

No. 3
Entry from the OMol25 dataset: 8 unconnected molecules or ions with the total composition C23H37F15O13 (wB97M-V/def2-TZVPD).

Computed properties:
LUMO = 0.4 eV
Molecular weight = 806.51 g/mol
E_HOMO = -10.0250 eV
SMILES = CCOC(=O)C(F)(F)F.CCOC(=O)C(F)(F)F.CCOC(=O)C(F)(F)F.CCOC(=O)C(F)(F)F.CCOC(=O)C(F)(F)F.CO.CO.CO
Orbital gap = 10.41 eV

XYZ file:
```
88
Properties=species:S:1:pos:R:3:forces:R:3:lowdin_charge:R:1
F -0.9402 -6.8739 -0.9093 -0.4422 -0.3475 -0.0010 0.183
F 4.6866 3.2763 -3.7021 -0.1033 1.2820 0.0917 0.144
F 2.3012 0.3639 -0.7075 0.1455 0.6123 0.6990 0.178
F 0.0230 -5.0555 -1.5631 0.4306 -0.8492 0.8287 0.154
F -1.6592 -2.3280 -0.8758 -0.2674 0.7393 -0.7441 0.155
F 2.0974 -0.7692 -2.5026 0.0444 -0.7465 1.3969 0.135
F -5.9557 2.3261 -2.5089 0.1260 -0.8931 0.1309 0.158
F 6.2579 3.7166 -2.3561 -0.0256 0.3439 0.6325 0.154
F 0.8939 -1.2524 -0.7414 -0.3807 -0.3598 0.1953 0.195
F -2.9087 -1.5225 -2.4753 0.0524 -0.4715 -0.3117 0.201
F 5.6133 5.3202 -3.6364 -0.6843 -0.6388 0.1082 0.149
F -4.5470 0.9275 -3.3788 1.1703 0.2538 -0.5823 0.182
F 1.0612 -6.9654 -1.7349 -0.1284 0.1135 -0.1218 0.170
F -0.7194 -1.9697 -2.8337 -2.0161 0.5899 1.0135 0.108
F -6.6363 0.5449 -3.5711 0.1418 0.1815 0.7156 0.155
O -1.2974 5.2323 -0.1852 -0.2087 0.1960 -0.0777 -0.137
O 2.9181 4.5004 -2.0876 -0.1896 0.1070 -0.0234 0.161
O -1.3415 0.3348 -0.4282 -0.0531 -0.3863 -0.6065 0.130
O 4.6381 5.3692 -0.9103 0.4503 0.6805 0.6103 0.024
O 0.7130 -5.1953 1.2034 -0.4531 -1.6759 -1.6824 0.124
O -2.1761 -0.7347 2.0303 0.4188 -0.3321 0.6412 -0.144
O -0.7265 4.8781 2.4750 -0.6049 -1.3020 1.4235 -0.150
O 4.3453 -1.8810 -1.0285 -2.3330 1.1113 0.5177 0.134
O -1.2952 0.7066 -2.6692 0.4497 -0.3039 1.0122 0.041
O -5.8357 -1.0146 -1.4074 0.1403 0.1157 -0.4559 0.168
O -5.0681 0.8960 -0.3885 -0.7099 -1.0482 -2.8593 -0.040
O 2.7106 -2.5651 0.3522 0.0456 -0.1702 0.7657 0.043
O 1.4779 -7.2412 0.7391 0.2320 -0.6748 0.3315 0.029
C -1.5138 6.6243 -0.0345 0.5527 0.2783 -0.6360 -0.170
C -0.4227 3.4920 2.8259 1.4136 -0.0043 0.0543 -0.112
C -6.3016 0.0991 1.5772 2.5889 -1.1796 0.8232 -0.046
C -5.5442 0.1386 -1.4691 -0.0241 1.4811 2.8382 -0.346
C -1.7024 -1.4983 -1.9424 2.1537 -1.2574 -0.3964 -0.487
C 1.8990 -7.3716 2.1233 1.1912 -1.4586 -0.3715 -0.188
C 3.6225 -3.5240 0.9867 0.0751 0.1263 -0.5247 -0.179
C 3.9807 -4.6354 0.0647 0.0521 -1.2208 -0.7144 -0.052
C 0.7984 -7.9448 2.9626 -1.8948 -0.4400 1.1061 -0.075
C 3.1976 -1.7899 -0.6011 2.4941 -1.9156 -0.4862 -0.359
C 4.0730 4.7237 -1.8897 0.3841 -0.4021 -1.0994 -0.424
C 2.0855 -0.8748 -1.1245 0.6513 0.9551 -2.2197 -0.522
C 5.1709 4.2641 -2.9105 0.3888 -0.8742 -0.4724 -0.495
C -1.2533 2.1655 -2.4227 -0.9195 0.5945 -0.5043 -0.148
C -1.3728 -0.0596 -1.5694 -0.2998 1.8526 -0.1828 -0.387
C -5.6894 1.0225 -2.7378 -0.7908 0.0169 -0.1391 -0.541
C 0.0663 2.6988 -1.9372 -0.2341 0.3504 1.3793 -0.062
C 0.2306 -6.2559 -0.9650 -0.0532 0.8373 -0.7611 -0.534
C -4.8901 0.1749 0.8676 -1.6697 2.2944 0.2164 -0.176
C 3.0703 4.5743 0.7798 0.7838 0.7600 0.0168 -0.049
C -1.2576 -1.6409 2.6519 0.1018 0.9731 0.0445 -0.139
C 0.8036 -6.1709 0.4572 0.2393 3.1957 1.5715 -0.413
C 3.7915 5.8439 0.1775 -1.1088 -1.1119 -0.2129 -0.124
H 3.0534 6.5689 -0.2288 0.4664 -0.4701 0.1959 0.132
H 4.7942 -5.2654 0.5103 -0.4232 0.7685 -0.5441 0.108
H -7.0313 -0.3638 0.9205 -0.1811 0.2120 0.1389 0.070
H -1.1795 4.8553 0.7034 0.0121 0.3715 -0.1639 0.030
H -1.6821 2.6142 -3.3567 0.8635 -0.5145 0.6792 0.146
H 3.1322 -5.3547 -0.0885 0.6687 0.8988 -0.0190 0.074
H 1.2095 -8.6099 3.7353 -0.0039 0.4407 -0.0395 0.082
H -0.6231 7.1715 0.2654 0.3792 -0.1620 0.5061 0.068
H 0.3286 2.2862 -0.9695 -0.2503 -0.5669 0.2574 0.065
H -0.0217 -8.5623 2.5078 1.2401 0.3983 -0.4802 0.103
H 0.8411 2.4173 -2.5603 1.6754 -0.3715 -1.5451 0.052
H -2.3148 6.8896 0.6398 -0.3883 -0.1268 0.2863 0.070
H -6.5768 1.0206 2.0740 -0.2963 0.3574 -0.5545 0.065
H -4.5423 -0.8212 0.6145 0.5584 0.1332 0.5243 0.108
H -0.2173 -1.2919 2.6764 0.0179 0.0238 -0.7910 0.077
H 0.1671 3.7711 -1.6959 -0.7970 -0.2398 -0.8046 0.079
H -1.2478 2.8041 2.6802 -0.2641 0.0454 -0.4867 0.073
H 2.7450 -8.1046 2.0320 -0.7598 0.7425 0.1380 0.142
H -1.4417 -1.6935 3.7100 -0.8276 -0.1242 0.4485 0.065
H 0.1898 -7.1579 3.4420 0.5644 -0.1308 0.0527 0.084
H -6.0646 -0.5785 2.4325 -0.6006 0.1112 -0.5206 0.085
H 4.2593 -4.1580 -0.8785 0.3358 -0.7903 -0.0206 0.080
H 2.2930 4.1218 0.1593 0.4866 0.3136 -0.3992 0.059
H 3.8361 3.8133 1.0276 -0.4596 0.4092 0.0134 0.095
H 2.5211 4.8731 1.6531 0.0602 0.1738 0.7992 0.058
H -1.3907 5.0990 3.1646 0.5308 0.3223 -0.8881 0.106
H -1.9746 2.3557 -1.6598 -0.7211 0.0689 0.5490 0.104
H -0.1644 3.4039 3.8939 0.0644 0.2638 -0.2885 0.080
H -1.3510 -2.6119 2.2115 0.2387 -0.7080 -0.1969 0.067
H 4.4909 6.3732 0.8528 -0.5169 -0.5918 -0.2601 0.130
H -1.9304 -0.6631 1.0990 0.1217 0.1712 0.0437 0.014
H 3.1081 -3.9882 1.7773 -1.1704 0.1937 1.2209 0.092
H 2.2866 -6.4418 2.5599 -0.2435 -0.1376 -0.5236 0.122
H -1.7172 7.0835 -1.0032 -0.3719 -0.4449 -0.1558 0.077
H 0.4817 3.1477 2.2493 -1.0816 0.4821 0.3846 0.090
H 4.4962 -3.0369 1.3934 0.1745 0.5187 -0.2025 0.129
H -4.2351 0.9535 1.3873 -0.4244 -2.0195 -0.3315 0.145
```
Positions in Å, forces in eV/Å.